1.
{
  "formula": "C29H25CoF6N3O6PS2",
  "method": "ωB97M-V/def2-TZVPD",
  "lumo_ha": [0.09419, 0.09418],
  "homo_ha": [-0.18560, -0.19280],
  "homo_lumo_gap_ev": [7.6, 7.8],
  "charge": -1,
  "s2": 0.77,
  "multiplicity": 2,
  "total_energy_ha": -4855.498637,
  "e_above_lowest_kj_mol": 29.78,
  "symbols": ["Co", "F", "C", "F", "F", "S", "O", "O", "N", "S", "O", "O", "C", "F", "F", "F", "C", "C", "C", "C", "C", "C", "C", "P", "C", "C", "C", "C", "C", "C", "C", "C", "C", "C", "C", "C", "C", "C", "H", "H", "H", "H", "H", "H", "H", "H", "H", "H", "H", "H", "H", "H", "H", "H", "H", "H", "H", "H", "O", "N", "N", "O", "C", "C", "C", "C", "C", "C", "H", "H", "H", "H", "H"],
  "xyz": [[-0.825, -0.469, 0.657], [-1.400, -2.048, 5.528], [-0.941, -1.434, 4.426], [-0.442, -2.359, 3.613], [0.046, -0.615, 4.793], [-2.328, -0.465, 3.653], [-1.745, 0.215, 2.522], [-2.794, 0.346, 4.730], [-3.404, -1.541, 3.272], [-3.423, -2.313, 1.900], [-4.653, -2.121, 1.198], [-2.196, -2.281, 1.150], [-3.533, -4.068, 2.501], [-3.574, -4.900, 1.452], [-2.484, -4.405, 3.250], [-4.641, -4.266, 3.222], [0.625, 2.410, 2.452], [1.607, 2.934, 1.449], [2.592, 3.831, 1.846], [3.518, 4.338, 0.949], [3.473, 3.948, -0.380], [2.496, 3.058, -0.798], [1.558, 2.549, 0.097], [0.244, 1.397, -0.432], [0.781, 0.926, -2.118], [1.790, -0.038, -2.095], [2.319, -0.567, -3.258], [1.816, -0.145, -4.478], [0.812, 0.806, -4.513], [0.281, 1.365, -3.351], [-0.790, 2.409, -3.486], [-1.249, 2.427, -0.460], [-1.288, 3.807, -0.337], [-2.500, 4.449, -0.126], [-3.663, 3.694, -0.025], [-3.628, 2.316, -0.156], [-2.423, 1.648, -0.394], [-2.300, 0.184, -0.520], [0.940, 2.665, 3.464], [0.532, 1.327, 2.385], [-0.369, 2.829, 2.287], [2.634, 4.129, 2.887], [4.276, 5.031, 1.290], [4.192, 4.332, -1.091], [2.461, 2.755, -1.837], [2.161, -0.383, -1.137], [3.098, -1.317, -3.207], [2.201, -0.557, -5.403], [0.423, 1.136, -5.470], [-0.938, 2.655, -4.537], [-0.529, 3.322, -2.953], [-1.739, 2.065, -3.076], [-0.368, 4.379, -0.375], [-2.534, 5.525, -0.013], [-4.608, 4.188, 0.169], [-4.539, 1.737, -0.067], [-1.954, -0.096, -1.525], [-3.251, -0.319, -0.340], [0.803, -1.002, 1.710], [1.457, -2.004, 1.265], [1.060, -2.433, 0.132], [0.064, -1.914, -0.531], [1.717, -3.560, -0.417], [1.047, -4.298, -1.384], [1.676, -5.400, -1.939], [2.956, -5.756, -1.541], [3.615, -5.002, -0.580], [3.004, -3.897, -0.013], [0.056, -3.987, -1.678], [1.159, -5.984, -2.689], [3.442, -6.617, -1.981], [4.617, -5.272, -0.272], [3.503, -3.300, 0.734]],
  "forces_ev_per_angstrom": [[0.594, 0.138, -0.362], [-0.003, 0.039, -0.101], [0.083, -0.112, 0.038], [-0.276, -0.018, 0.149], [-0.110, 0.084, -0.045], [-0.013, -0.143, 0.328], [0.227, 0.167, -0.294], [-0.054, -0.002, 0.037], [0.115, 0.014, 0.044], [-0.304, -0.373, 0.099], [-0.114, 0.016, -0.028], [0.368, -0.041, 0.075], [-0.057, -0.077, 0.017], [0.016, 0.176, 0.006], [0.037, 0.110, -0.003], [0.055, 0.119, -0.049], [-0.007, -0.025, 0.084], [0.061, 0.013, -0.091], [0.018, -0.015, 0.011], [0.035, 0.015, -0.027], [0.043, 0.040, -0.003], [-0.050, -0.009, -0.020], [-0.011, 0.033, 0.052], [-0.384, -0.182, 0.198], [0.013, -0.036, 0.033], [-0.022, 0.015, 0.012], [0.033, -0.027, -0.020], [0.032, -0.027, -0.029], [-0.005, 0.013, -0.031], [0.046, -0.021, 0.036], [-0.036, 0.054, -0.029], [-0.132, -0.084, 0.050], [-0.034, 0.002, -0.006], [-0.017, 0.049, 0.003], [0.001, 0.073, 0.006], [0.094, -0.049, -0.078], [0.039, 0.304, 0.051], [0.226, -0.314, 0.005], [-0.022, 0.015, 0.010], [0.015, 0.002, 0.025], [-0.064, -0.017, -0.004], [-0.002, 0.008, 0.025], [0.020, 0.018, 0.001], [0.016, 0.010, -0.008], [0.004, -0.004, 0.004], [0.021, -0.009, 0.031], [0.006, -0.010, -0.002], [0.004, -0.003, 0.001], [-0.001, 0.003, 0.001], [-0.010, 0.004, -0.013], [-0.008, 0.022, -0.006], [-0.037, 0.005, 0.015], [0.041, 0.032, 0.002], [-0.003, 0.006, 0.004], [-0.006, 0.013, 0.000], [-0.019, -0.025, 0.002], [-0.093, 0.029, -0.048], [0.006, -0.015, 0.018], [-0.227, -0.239, -0.225], [0.150, 0.173, 0.132], [-0.226, 0.344, 0.306], [-0.328, 0.053, -0.187], [0.205, -0.309, -0.186], [0.069, 0.118, 0.073], [0.038, -0.032, -0.011], [0.001, -0.045, -0.037], [0.019, -0.009, 0.004], [-0.090, -0.050, -0.037], [-0.016, 0.012, 0.001], [-0.012, -0.020, -0.025], [0.010, -0.021, -0.012], [0.011, -0.005, 0.003], [0.016, 0.026, 0.025]],
  "mulliken_charge": [1.515, -0.264, 0.705, -0.178, -0.233, 1.021, -0.724, -0.684, -0.596, 0.981, -0.712, -0.704, 0.546, -0.220, -0.213, -0.224, -1.089, 1.161, -0.744, -0.740, -0.802, -1.138, 0.375, 1.654, 0.387, -0.407, -0.846, -0.796, -0.887, 1.062, -1.185, 0.348, -0.650, -0.827, -0.679, -0.881, 0.630, -1.657, 0.458, -0.113, 0.252, 0.417, 0.364, 0.432, 0.425, 0.466, 0.451, 0.379, 0.373, 0.452, 0.229, 0.225, 0.463, 0.414, 0.379, 0.473, 0.352, 0.572, -0.259, -1.163, 1.574, -0.632, 0.065, -0.297, -0.639, -0.429, -0.643, -0.378, 0.441, 0.370, 0.380, 0.367, 0.477]
}

2.
{
  "formula": "C31H67O5PS2",
  "method": "ωB97M-V/def2-TZVPD",
  "lumo_ha": 0.01813,
  "homo_ha": -0.33651,
  "homo_lumo_gap_ev": 9.7,
  "multiplicity": 1,
  "total_energy_ha": -2735.317586,
  "e_above_lowest_kj_mol": 0.00,
  "symbols": ["C", "C", "C", "C", "C", "C", "C", "C", "P", "S", "C", "C", "C", "O", "C", "C", "O", "S", "O", "O", "O", "H", "H", "H", "H", "H", "H", "H", "H", "H", "H", "H", "H", "H", "H", "H", "H", "H", "H", "H", "H", "H", "H", "H", "H", "H", "C", "C", "C", "C", "C", "C", "H", "H", "H", "H", "H", "H", "H", "H", "H", "H", "H", "H", "H", "H", "C", "C", "C", "C", "C", "C", "H", "H", "H", "H", "H", "H", "H", "H", "H", "H", "H", "H", "H", "H", "C", "C", "C", "C", "C", "C", "H", "H", "H", "H", "H", "H", "H", "H", "H", "H", "H", "H", "H", "H"],
  "xyz": [[-3.290, 4.362, -2.666], [-2.525, 3.673, -1.530], [-2.913, 4.206, -0.153], [-2.486, 5.655, 0.129], [-0.973, 5.942, 0.026], [-0.318, 6.077, 1.398], [-0.170, 4.770, 2.200], [1.276, 4.246, 2.220], [1.323, 2.553, 2.940], [-0.315, 1.848, 3.704], [1.867, 4.365, 0.804], [3.189, 3.621, 0.487], [3.118, 2.789, -0.792], [2.607, 1.454, -0.584], [1.278, 1.309, -0.481], [0.870, -0.051, -0.011], [0.492, 2.176, -0.752], [2.137, 6.110, 0.508], [3.339, 6.517, 1.171], [1.992, 6.354, -0.895], [0.962, 6.775, 1.329], [-2.857, 5.337, -2.907], [-3.235, 3.765, -3.579], [-4.342, 4.497, -2.404], [-2.742, 2.600, -1.558], [-1.453, 3.754, -1.717], [-4.007, 4.169, -0.085], [-2.551, 3.544, 0.641], [-2.828, 5.922, 1.136], [-3.020, 6.315, -0.559], [-0.814, 6.893, -0.489], [-0.491, 5.186, -0.595], [-0.947, 6.758, 1.973], [-0.828, 4.023, 1.750], [-0.515, 4.888, 3.228], [1.859, 4.901, 2.878], [1.872, 1.744, 1.938], [2.381, 2.621, 3.860], [1.111, 4.027, 0.099], [3.535, 3.017, 1.328], [3.978, 4.360, 0.324], [2.537, 3.311, -1.554], [4.122, 2.641, -1.189], [0.662, -0.663, -0.895], [1.662, -0.547, 0.546], [-0.050, 0.033, 0.565], [0.836, 0.358, 6.806], [0.931, -0.573, 8.012], [0.281, -1.935, 7.775], [-1.219, -1.887, 7.478], [-2.065, -1.209, 8.554], [-2.002, -1.908, 9.909], [-0.197, 0.585, 6.548], [1.337, 1.307, 7.006], [1.305, -0.091, 5.928], [0.483, -0.088, 8.884], [1.983, -0.731, 8.263], [0.462, -2.572, 8.646], [0.784, -2.426, 6.936], [-1.577, -2.912, 7.338], [-1.385, -1.379, 6.524], [-3.104, -1.187, 8.213], [-1.762, -0.165, 8.667], [-2.334, -2.945, 9.827], [-2.644, -1.408, 10.636], [-0.989, -1.911, 10.314], [-3.411, -2.021, -6.181], [-1.951, -1.631, -6.390], [-0.995, -2.294, -5.400], [-1.243, -1.940, -3.933], [-1.188, -0.448, -3.611], [0.171, 0.184, -3.895], [-3.773, -1.715, -5.198], [-4.052, -1.549, -6.927], [-3.539, -3.102, -6.264], [-1.851, -0.543, -6.336], [-1.649, -1.912, -7.403], [0.033, -2.036, -5.670], [-1.068, -3.381, -5.511], [-0.497, -2.460, -3.323], [-2.214, -2.335, -3.620], [-1.426, -0.313, -2.552], [-1.963, 0.089, -4.164], [0.958, -0.317, -3.322], [0.170, 1.238, -3.611], [0.438, 0.126, -4.951], [0.390, -5.132, -2.253], [1.518, -4.946, -3.264], [1.286, -5.687, -4.580], [1.184, -7.208, -4.451], [2.398, -7.880, -3.810], [3.690, -7.682, -4.598], [0.273, -6.177, -1.961], [0.584, -4.559, -1.345], [-0.560, -4.791, -2.670], [2.466, -5.259, -2.818], [1.626, -3.880, -3.485], [2.088, -5.431, -5.277], [0.363, -5.315, -5.036], [1.031, -7.631, -5.449], [0.291, -7.468, -3.876], [2.195, -8.950, -3.724], [2.534, -7.515, -2.788], [3.589, -8.072, -5.613], [4.521, -8.203, -4.121], [3.962, -6.628, -4.669]],
  "forces_ev_per_angstrom": [[0.277, -0.064, -0.008], [-0.230, -0.102, -0.161], [-0.011, 0.139, 0.066], [0.071, -0.166, 0.068], [-0.110, 0.150, -0.141], [-0.277, -0.114, -0.029], [-0.065, -0.157, -0.070], [-0.077, 0.465, -0.193], [-0.356, -0.173, 0.366], [0.019, 0.067, -0.154], [0.108, -0.396, 0.267], [-0.026, 0.247, -0.297], [0.175, 0.080, -0.143], [0.172, 0.121, 0.346], [0.010, -0.318, -0.111], [0.093, -0.316, -0.251], [-0.323, 0.464, -0.043], [0.186, 0.026, -0.140], [-0.118, 0.028, -0.023], [-0.053, 0.004, 0.088], [-0.056, -0.057, 0.057], [-0.128, 0.025, 0.084], [-0.053, 0.045, 0.033], [0.017, 0.011, -0.069], [-0.001, 0.060, 0.045], [0.023, -0.033, 0.104], [0.059, -0.027, 0.070], [0.107, -0.015, -0.127], [-0.079, 0.048, -0.088], [0.040, -0.007, 0.023], [0.011, -0.054, 0.038], [0.055, 0.007, 0.099], [0.235, 0.127, -0.004], [0.097, -0.032, 0.037], [0.016, 0.101, -0.067], [0.054, -0.252, 0.108], [0.119, 0.031, -0.042], [0.169, 0.008, -0.118], [0.014, 0.164, -0.067], [-0.048, -0.027, -0.057], [-0.008, -0.046, 0.081], [-0.089, -0.090, 0.050], [-0.063, -0.127, 0.085], [-0.031, 0.056, 0.056], [-0.058, 0.062, 0.078], [0.087, -0.001, 0.049], [0.044, -0.020, 0.170], [0.043, 0.004, -0.078], [-0.009, -0.017, 0.037], [0.008, 0.009, -0.032], [-0.027, -0.052, 0.028], [-0.009, 0.062, -0.017], [-0.003, 0.006, -0.025], [-0.003, 0.006, -0.033], [-0.035, -0.002, -0.028], [-0.006, -0.020, 0.014], [-0.002, 0.011, 0.018], [-0.014, -0.005, -0.002], [0.011, 0.010, -0.002], [-0.011, 0.001, 0.008], [0.012, -0.001, -0.001], [-0.001, 0.021, 0.000], [0.006, 0.005, -0.021], [0.024, -0.013, 0.003], [-0.005, -0.014, 0.007], [0.003, -0.008, 0.001], [0.030, 0.055, -0.019], [-0.039, -0.055, -0.012], [0.037, 0.019, 0.002], [-0.026, -0.033, 0.012], [0.081, -0.012, 0.041], [-0.080, 0.088, 0.053], [-0.004, -0.007, 0.004], [-0.009, -0.015, -0.002], [-0.005, -0.006, 0.024], [0.020, 0.003, 0.004], [0.003, 0.021, -0.006], [0.004, -0.005, 0.012], [-0.010, 0.001, -0.009], [-0.002, 0.012, 0.013], [0.005, -0.010, -0.003], [-0.025, 0.031, -0.008], [-0.015, -0.015, -0.004], [0.033, -0.014, -0.051], [0.038, 0.000, 0.011], [0.006, -0.024, 0.001], [0.073, 0.037, -0.007], [-0.072, 0.025, 0.001], [0.027, -0.007, -0.019], [-0.023, 0.005, 0.015], [0.027, -0.025, -0.053], [-0.012, -0.007, 0.063], [0.004, -0.006, -0.009], [-0.035, 0.003, 0.006], [-0.023, -0.033, 0.013], [0.013, 0.000, -0.017], [0.019, 0.001, 0.008], [-0.002, -0.009, -0.005], [-0.001, 0.009, 0.009], [0.007, -0.010, 0.001], [-0.004, 0.010, -0.002], [0.001, 0.000, 0.021], [-0.021, 0.004, 0.006], [-0.001, 0.023, -0.014], [0.006, -0.005, -0.015], [0.001, 0.002, -0.009]],
  "mulliken_charge": [-1.458, 0.380, -0.676, -1.068, -0.141, -0.187, -0.706, -0.398, 0.179, -0.366, 1.372, -0.990, -0.590, -0.404, 0.864, -1.044, -0.589, 1.371, -0.687, -0.647, -0.510, 0.333, 0.386, 0.311, 0.335, -0.153, 0.482, 0.235, 0.328, 0.426, 0.314, -0.053, 0.587, 0.027, 0.416, 0.552, -0.074, 0.103, -0.896, 0.444, 0.529, 0.350, 0.468, 0.090, 0.399, 0.302, -1.019, -0.491, -0.721, -0.649, -0.340, -1.199, 0.212, 0.396, 0.309, 0.274, 0.354, 0.331, 0.349, 0.380, 0.274, 0.360, 0.244, 0.295, 0.376, 0.280, -1.226, -0.586, -0.506, -0.207, -0.321, -1.050, 0.295, 0.392, 0.293, 0.265, 0.407, 0.365, 0.197, -0.119, 0.346, 0.188, 0.443, 0.160, 0.194, 0.456, -1.246, -0.319, -0.139, -0.890, -0.419, -1.192, 0.416, 0.339, 0.251, 0.377, 0.253, 0.376, -0.070, 0.411, 0.333, 0.386, 0.226, 0.294, 0.382, 0.284]
}

3.
{
  "formula": "C6H33N2O9",
  "method": "ωB97M-V/def2-TZVPD",
  "lumo_ha": -0.09548,
  "homo_ha": -0.40610,
  "homo_lumo_gap_ev": 8.5,
  "charge": 1,
  "multiplicity": 1,
  "total_energy_ha": -1034.720717,
  "e_above_lowest_kj_mol": 518.78,
  "symbols": ["C", "C", "C", "N", "C", "C", "C", "N", "H", "H", "H", "H", "H", "H", "H", "H", "H", "H", "H", "H", "H", "H", "H", "H", "H", "O", "H", "H", "O", "H", "H", "O", "H", "H", "O", "H", "H", "O", "H", "H", "O", "H", "H", "O", "H", "H", "O", "H", "H", "O"],
  "xyz": [[-1.636, -1.909, -0.797], [-0.713, -1.031, -1.685], [0.193, -0.084, -0.920], [1.117, 2.613, -0.679], [-0.161, 2.215, -0.282], [-0.642, 0.923, -0.308], [-1.188, 3.342, -0.011], [-0.729, -2.460, 0.437], [-2.071, -2.751, -1.142], [-2.371, -1.314, -0.236], [-0.128, -1.619, -2.411], [-1.445, -0.503, -2.283], [0.760, 0.403, -1.791], [1.006, -0.647, -0.336], [1.333, 3.615, -0.702], [1.380, 2.026, -1.391], [-1.651, 0.745, 0.004], [-0.948, 3.856, 0.915], [-1.221, 3.991, -0.955], [-2.210, 3.008, 0.072], [-0.077, -1.757, 0.743], [-0.043, -3.224, 0.133], [-1.270, -2.737, 1.260], [2.758, -0.284, 1.550], [2.847, 0.042, 0.200], [2.634, -0.745, 0.726], [3.546, 2.058, 1.754], [2.704, 2.274, 0.593], [3.061, 1.728, 1.068], [0.173, -1.610, 4.547], [0.776, -1.296, 3.233], [0.141, -1.901, 3.623], [-1.945, -1.676, 3.264], [-2.282, -0.715, 2.132], [-2.475, -1.517, 2.419], [2.663, -2.883, 0.136], [2.052, -4.045, -0.655], [1.989, -3.216, -0.417], [-4.185, 1.869, 0.764], [-3.348, 0.899, 0.011], [-4.097, 1.482, -0.144], [1.876, -2.096, -3.302], [1.614, -0.696, -3.638], [1.991, -1.534, -4.020], [-0.821, 1.607, 3.473], [-2.271, 1.234, 3.739], [-1.397, 0.941, 3.411], [0.870, 1.191, -4.326], [2.303, 1.069, -4.111], [1.539, 1.119, -3.664]],
  "forces_ev_per_angstrom": [[3.325, 2.573, 3.685], [-0.716, -1.829, -0.326], [1.614, -1.515, -2.128], [-1.431, 1.167, 2.349], [-3.104, -0.055, 0.502], [2.011, 3.493, 0.810], [0.976, 0.107, -1.252], [0.459, -1.448, -1.864], [-1.338, -2.506, -1.692], [0.113, -0.175, -0.478], [-0.335, -0.189, 0.470], [0.026, 0.545, -0.297], [-0.497, -0.705, 1.406], [-1.517, 0.931, -0.646], [-0.479, -0.840, -0.548], [1.631, -0.917, -2.318], [-0.060, -0.035, 0.017], [0.154, 0.641, -0.204], [0.365, -0.390, 1.585], [-0.102, -0.588, 0.101], [0.115, 0.763, 0.148], [-1.174, 1.108, 0.309], [-0.322, 0.141, -0.123], [0.026, -0.161, 0.934], [0.040, -0.423, -0.403], [0.284, -0.341, -0.191], [1.935, 1.710, 2.431], [-6.273, 9.733, -7.908], [4.620, -10.839, 5.859], [-0.204, -0.338, -0.079], [0.084, 0.087, -0.380], [0.171, 0.177, 0.529], [-0.846, 0.656, -1.838], [1.609, 5.895, -1.529], [-0.757, -6.541, 3.317], [1.346, 0.333, 0.870], [1.282, -6.732, -1.642], [-2.801, 6.315, 0.639], [-0.316, -0.268, -1.197], [-0.122, -0.135, -0.378], [0.077, 0.417, 1.588], [0.011, -2.137, 1.905], [0.611, -0.826, -0.815], [-0.469, 2.549, -1.019], [3.325, 4.277, 0.428], [0.943, -0.047, -0.154], [-4.319, -4.133, -0.266], [-0.844, 0.229, -0.684], [4.648, -0.210, -2.561], [-3.776, 0.475, 3.038]],
  "mulliken_charge": [-0.759, -0.919, 1.111, -0.336, 0.568, 1.410, -1.357, -0.109, 0.602, 0.222, 0.345, 0.452, -0.444, -0.346, 0.309, 0.073, -1.337, 0.346, 0.337, 0.279, -0.120, 0.379, 0.399, 0.237, 0.384, -0.567, 0.270, 0.153, -0.471, 0.327, 0.239, -0.595, 0.347, 0.306, -0.646, 0.248, 0.237, -0.494, 0.348, 0.233, -0.668, 0.372, 0.377, -0.661, 0.236, 0.292, -0.527, 0.267, 0.249, -0.598]
}